Entry 1:
65
Properties=species:S:1:pos:R:3:forces:R:3 method="wB97M-V/def2-TZVPD" de_lowest_kcal_mol=24.1 total_energy_ha=-5980.14968 total_charge=+1 gap_ha=0.3024
Pd -0.24336 0.16966 0.84273 0.3 0.9 0.1
C 1.75331 3.02066 2.71266 0.0 0.1 0.1
As 1.86651 1.27246 1.89870 -0.3 -0.4 -0.6
C 3.12803 0.40766 3.08705 0.0 0.0 0.1
C 2.92285 1.65422 0.29481 0.2 0.0 0.2
C 4.30098 1.84657 0.36336 0.0 0.0 0.0
C 5.04714 2.04154 -0.78996 0.0 0.0 0.0
C 4.41967 2.05096 -2.02666 0.0 0.0 0.0
C 3.04596 1.88233 -2.10522 0.0 0.1 0.0
C 2.29449 1.68616 -0.95061 0.0 0.1 0.1
As 0.37380 1.48664 -1.04235 -0.4 -0.4 0.3
C 0.09183 0.68189 -2.76793 0.1 -0.1 -0.1
C -0.33742 3.27984 -1.21403 0.1 0.0 0.0
H 2.75823 3.40749 2.87373 0.0 0.0 0.0
H 1.23028 2.94225 3.66421 0.0 0.0 0.0
H 1.20377 3.69325 2.05744 0.0 0.0 0.0
H 4.09189 0.91097 3.07355 0.0 0.0 0.0
H 3.24878 -0.63824 2.81903 0.0 0.0 0.0
H 2.71843 0.46483 4.09495 0.0 0.0 0.0
H 4.81009 1.84268 1.31828 0.0 0.0 0.0
H 6.11767 2.18214 -0.72044 0.0 0.0 0.0
H 4.99741 2.19285 -2.93026 0.0 0.0 0.0
H 2.56772 1.90475 -3.07608 0.0 0.0 0.0
H 0.57140 -0.29546 -2.75341 0.0 0.0 0.0
H 0.50843 1.29076 -3.56766 0.0 0.0 0.0
H -0.97235 0.55691 -2.93973 0.0 0.0 0.0
H 0.40164 3.92380 -1.68730 0.0 0.0 0.0
H -0.58851 3.66283 -0.22845 0.0 0.0 0.0
H -1.23977 3.24423 -1.82140 0.0 0.0 0.0
C -1.37017 -1.37912 4.74547 0.0 0.0 0.0
N -2.23065 -0.92941 3.66557 0.1 0.1 -0.1
C -2.38344 0.51339 3.67954 0.0 0.0 0.0
C -1.75505 -1.40999 2.39985 -0.1 -0.1 0.1
C -2.62220 -1.02555 1.22680 -0.4 -0.1 -0.2
C -3.95808 -1.41425 1.17399 0.1 0.0 0.0
C -4.74864 -1.01312 0.10899 0.0 0.0 0.0
C -4.21282 -0.21711 -0.89365 0.1 0.1 -0.1
C -2.87777 0.17398 -0.84885 -0.2 -0.2 0.1
C -2.08594 -0.24435 0.21083 0.5 0.1 0.0
H -1.78073 -1.06443 5.70304 0.0 0.0 0.0
H -0.34938 -0.96591 4.65440 0.0 0.0 0.0
H -1.30139 -2.46668 4.74116 0.0 0.0 0.0
H -2.71918 0.83493 4.66354 0.0 0.0 0.0
H -3.11288 0.83256 2.93803 0.0 0.0 0.0
H -1.42252 1.01799 3.45200 0.0 0.0 0.0
H -1.63394 -2.49576 2.44713 0.0 0.0 0.0
H -0.67150 -1.06314 2.27304 0.2 0.1 0.0
H -4.37449 -2.01556 1.97361 0.0 0.0 0.0
H -5.78708 -1.31299 0.06348 0.0 0.0 0.0
H -4.83493 0.10848 -1.71791 0.0 0.0 0.0
H -2.49319 0.81055 -1.63140 0.0 0.0 0.0
F 4.29737 -5.78502 0.48559 0.0 0.0 0.0
C 2.97036 -5.77885 0.31815 0.0 0.1 0.0
F 2.42125 -6.44064 1.34844 0.0 0.0 0.0
F 2.68944 -6.46506 -0.79899 0.0 0.0 0.0
C 2.41919 -4.37339 0.23495 0.0 -0.1 0.0
C 1.06971 -4.19197 -0.01898 0.0 0.0 0.0
C 0.58374 -2.89854 -0.07246 0.0 0.1 0.0
N 1.34834 -1.81719 0.11387 0.1 -0.3 -0.1
C 2.64657 -2.01328 0.33572 0.0 0.0 -0.1
C 3.23084 -3.26922 0.40861 0.0 0.0 0.0
H 0.41129 -5.03597 -0.17518 0.0 0.0 0.0
H -0.46661 -2.71035 -0.27159 0.0 0.0 0.0
H 3.25764 -1.12366 0.43545 0.0 0.0 0.0
H 4.29075 -3.37671 0.58983 0.0 0.0 0.0

Entry 2:
130
Properties=species:S:1:pos:R:3:forces:R:3 method="wB97M-V/def2-TZVPD" de_lowest_kcal_mol=0.0 total_energy_ha=-4578.40455 total_charge=-1 gap_ha=0.2254
C 1.08702 0.99652 2.47217 0.7 -0.2 -0.2
C 2.26289 0.66258 1.51446 -0.1 0.2 0.3
B 1.77392 -0.12948 0.23552 0.1 -0.1 -0.6
O 0.83401 0.53891 -0.55627 0.1 0.6 0.2
N 2.19054 -1.43058 -0.21206 0.2 0.0 1.4
C 3.41266 -1.95621 0.39784 0.3 -0.5 -0.5
C 4.68183 -1.29499 -0.19010 -0.2 -0.3 0.3
C 5.31848 -2.19265 -1.22500 0.0 0.7 -0.2
C 5.86723 -3.41928 -0.86576 -0.1 0.2 0.2
C 6.41402 -4.26928 -1.81019 -0.3 0.3 0.1
C 6.40008 -3.87335 -3.14159 0.2 -0.3 0.0
C 5.87991 -2.64474 -3.50533 -0.1 0.1 -0.3
C 5.33296 -1.79111 -2.55624 0.3 -0.6 0.2
C 1.07480 -2.41466 -0.20521 -0.4 0.3 -0.3
C 0.84127 -3.08492 1.17423 0.2 -0.2 -0.7
C 1.47195 -4.46863 1.37582 -0.2 -0.1 1.0
C 0.50487 -5.64359 1.15504 1.1 -0.1 -0.3
C 1.17878 -6.93814 1.62185 -0.1 0.0 0.1
O 1.68102 -7.68354 0.51998 -0.2 -0.4 0.0
C 3.02839 -8.04813 0.66727 0.3 0.6 0.1
C 1.16430 -3.42234 -1.36643 0.5 -0.4 -0.7
O 2.20720 -4.09685 -1.51609 0.0 0.3 0.4
O 0.15031 -3.46547 -2.10699 -0.6 0.0 -0.2
H 1.50187 1.38341 3.40101 -0.1 0.2 0.1
H 0.53713 0.09166 2.72885 -0.3 0.1 -0.1
H 0.45036 1.75215 2.01779 -0.3 -0.1 0.1
H 3.04122 0.16837 2.09650 0.0 -0.2 -0.1
H 2.68922 1.62054 1.19404 0.1 0.0 -0.1
H 1.11176 0.50454 -1.47879 -0.3 -0.5 -0.1
H 3.41821 -1.94260 1.49406 -0.1 0.3 0.0
H 3.46913 -3.00668 0.12114 -0.1 -0.1 0.0
H 4.41835 -0.34370 -0.65343 0.0 0.1 0.0
H 5.39049 -1.07949 0.61400 0.1 0.0 0.0
H 5.82263 -3.67795 0.18652 0.1 -0.2 0.0
H 6.80824 -5.22862 -1.50680 0.1 -0.1 -0.1
H 6.79864 -4.54429 -3.89240 0.0 0.1 -0.1
H 5.87542 -2.36333 -4.55124 0.0 0.0 0.0
H 4.91737 -0.83346 -2.83354 -0.1 0.0 -0.1
H 0.17731 -1.83916 -0.42250 0.0 0.1 0.0
H -0.24043 -3.20762 1.27054 -0.1 0.1 0.1
H 1.15810 -2.39258 1.95882 0.0 0.0 0.0
H 2.35262 -4.64962 0.76322 -0.1 0.2 -0.2
H 1.80747 -4.52541 2.41726 0.0 0.0 -0.1
H 0.38391 -5.76205 0.07662 -0.6 0.1 0.0
H -0.44182 -5.48040 1.66815 -0.1 0.0 -0.1
H 0.48682 -7.56046 2.20366 0.0 -0.1 -0.1
H 2.01799 -6.70188 2.28296 0.0 0.1 0.1
H 3.23423 -8.54439 1.62379 -0.1 -0.2 0.0
H 3.65197 -7.14507 0.63531 0.1 -0.1 0.0
H 3.32611 -8.69239 -0.15467 -0.2 -0.1 -0.1
C 3.44644 -1.07389 6.50284 0.2 -0.1 0.3
C 1.99158 -0.88829 6.14919 0.1 0.2 -0.3
O 1.86521 -1.63740 4.95802 0.0 -0.2 0.3
C 2.79820 -2.63737 5.01161 0.1 -0.1 -0.2
O 2.80168 -3.59100 4.31323 0.1 0.1 0.1
O 3.70969 -2.38346 5.98610 -0.3 0.1 -0.1
F 1.69266 0.41265 5.89512 -0.1 0.0 0.0
H 4.08413 -0.34528 6.00253 -0.1 0.1 -0.1
H 3.62948 -1.03018 7.57182 0.1 -0.2 0.0
H 1.29155 -1.27244 6.89418 -0.1 0.1 0.0
C 0.12828 3.39957 -0.86598 -0.1 -0.1 0.0
C -0.72606 4.54956 -0.39671 0.3 -0.1 0.1
O 0.11651 5.67735 -0.62999 -0.1 -0.1 -0.3
C 0.92021 5.34771 -1.67432 0.3 0.0 0.0
O 1.55623 6.13193 -2.30603 0.0 0.0 0.0
O 0.90124 4.01930 -1.90860 -0.2 0.3 0.3
F -0.99453 4.46718 0.93342 0.0 0.1 0.0
H 0.79838 3.03674 -0.08868 0.0 0.0 0.1
H -0.45127 2.56474 -1.24384 0.1 0.0 -0.2
H -1.65701 4.67428 -0.94392 0.3 0.0 0.2
C 0.20747 3.39101 -6.54736 0.0 0.2 -0.6
C -0.00897 3.89013 -5.13879 -0.4 -0.2 0.0
O 0.35510 2.76699 -4.36484 0.3 0.0 -0.2
C 1.28031 2.06485 -5.08089 0.0 -0.2 0.0
O 1.98060 1.22406 -4.62760 -0.1 0.0 0.0
O 1.29411 2.47300 -6.37442 -0.1 0.1 0.3
F -1.31200 4.18807 -4.89360 0.1 0.1 0.1
H -0.65217 2.84754 -6.93305 0.0 0.2 0.2
H 0.47387 4.18812 -7.23879 0.3 -0.1 0.0
H 0.60795 4.74669 -4.85706 -0.1 0.0 0.1
C -5.69606 6.96232 0.77591 -0.2 0.2 -0.1
C -4.36165 7.66627 0.81544 0.1 -0.2 0.3
O -3.44689 6.59406 0.66327 -0.1 0.1 -0.4
C -4.08497 5.62455 -0.04903 0.0 -0.3 0.0
O -3.54353 4.70729 -0.57203 -0.6 0.1 0.1
O -5.41711 5.85150 -0.08418 0.1 0.1 0.1
F -4.14262 8.27187 2.00909 0.1 0.0 0.0
H -5.99139 6.59416 1.75874 0.1 0.1 0.1
H -6.49556 7.57435 0.37385 0.0 -0.1 -0.2
H -4.20546 8.39056 0.01423 0.1 0.1 0.1
C -0.58441 -4.51454 -5.07734 0.3 0.0 0.5
C -2.04466 -4.30361 -5.37191 0.3 0.0 -0.4
O -2.23391 -5.02863 -6.57730 -0.1 -0.2 0.3
C -1.30928 -6.03697 -6.57863 0.3 -0.2 -0.1
O -1.35455 -6.97711 -7.30507 0.0 0.1 0.0
O -0.36579 -5.82254 -5.64583 -0.3 0.2 -0.1
F -2.34608 -2.99341 -5.59996 0.9 -1.3 -0.7
H 0.04654 -3.78763 -5.58928 -0.1 0.1 -0.1
H -0.35920 -4.49205 -4.01050 0.2 -0.1 0.1
H -2.71903 -4.69316 -4.60787 -0.1 0.1 0.0
C -3.32824 -1.15993 -4.65136 -0.7 0.3 0.4
C -4.25858 -0.05912 -4.20051 0.4 0.0 0.2
O -3.52262 1.11110 -4.51159 -0.2 0.0 -0.4
C -2.71561 0.80244 -5.56430 0.2 -0.2 0.1
O -2.14779 1.60309 -6.23328 -0.2 -0.1 0.0
O -2.64547 -0.53103 -5.74348 -0.2 0.3 0.1
F -4.48918 -0.09813 -2.86564 -0.1 0.1 0.0
H -2.60866 -1.43022 -3.87741 -0.1 0.1 0.1
H -3.84778 -2.05420 -4.98271 -0.2 0.6 0.1
H -5.21616 -0.03151 -4.72492 -0.1 0.0 0.1
C -9.00210 3.65139 1.70182 0.3 -0.2 0.1
C -10.14971 3.77876 0.72822 -0.2 0.1 0.2
O -10.30436 5.18474 0.62124 0.3 -0.1 -0.2
C -9.08423 5.73935 0.85926 0.1 0.1 0.0
O -8.78545 6.85742 0.60179 -0.1 0.0 0.1
O -8.24804 4.83544 1.42259 -0.2 0.0 0.0
F -11.29209 3.24179 1.21918 0.0 0.1 0.0
H -9.34652 3.67365 2.73653 -0.2 0.0 -0.1
H -8.40086 2.76034 1.54257 0.2 0.1 -0.1
H -9.95355 3.36149 -0.26057 -0.1 -0.1 0.0
C 1.42333 3.84719 8.17544 0.0 0.3 -0.2
C 1.53839 3.42014 9.61975 -0.3 -0.2 0.0
O 2.19911 2.17195 9.51628 0.3 0.3 0.0
C 2.95845 2.21511 8.38242 0.0 -0.1 -0.3
O 3.82390 1.44929 8.12095 0.0 -0.1 0.1
O 2.58925 3.25288 7.59935 0.0 0.0 0.2
F 0.32436 3.23526 10.19381 0.1 0.0 0.0
H 0.53171 3.43513 7.70098 0.0 -0.1 0.1
H 1.43243 4.92610 8.04552 0.2 0.0 -0.1
H 2.13008 4.09106 10.24507 -0.1 0.0 0.1